49
Properties=species:S:1:pos:R:3:forces:R:3 method="wB97M-V/def2-TZVPD" mol_weight_g_mol=430.4 relative_energy_kj_mol=3.6 e_homo_ev=-7.878 max_force_ha_per_bohr=0.0185 smiles=OC1(c2cccc(C(F)(F)F)c2)CCN(c2ncnc3c2[nH]c2ccc(F)cc23)CC1 homo_lumo_gap_ev=8.3
H 0.44665 -4.43802 2.30183 -0.041 -0.082 0.021
C 2.81167 0.38704 -0.60391 0.295 -0.271 -0.106
H 0.28380 -0.51329 0.66384 -0.055 0.084 -0.009
C -5.24727 1.80477 -1.27292 0.025 -0.052 -0.048
H 2.42688 -3.78774 3.63730 0.044 -0.065 0.075
H 3.96839 0.43424 3.20845 -0.008 0.019 -0.028
H 4.21837 -0.21047 0.90363 0.028 0.025 0.004
C -2.90250 1.49193 -1.12457 -0.328 -0.222 -0.536
C 1.95809 -3.07019 2.98183 0.052 -0.068 -0.006
H 3.32872 -1.53118 3.49487 0.048 0.025 0.073
F -1.66216 -3.83935 1.08211 0.050 -0.154 0.221
N 1.52139 1.04253 -0.63754 -0.072 -0.025 0.028
F -0.55595 -3.25972 -0.66837 0.173 0.001 -0.076
H 1.64180 2.47782 2.39246 -0.034 -0.007 -0.002
C 0.59762 0.61584 -1.54115 0.031 -0.054 -0.252
N -1.04781 -0.36603 -3.56767 -0.415 -0.100 -0.261
C 1.39849 1.65082 1.72463 0.149 0.069 -0.057
C 2.47884 0.56567 1.93770 0.046 -0.058 -0.402
H 4.00333 1.53748 0.79568 0.024 -0.005 0.042
C 1.88694 -0.83513 2.06220 -0.072 0.036 0.062
H 0.42513 1.26137 2.02316 -0.058 0.026 -0.011
H -4.06585 2.54111 0.35734 -0.029 0.067 0.088
F -1.75030 -1.80749 0.37857 0.031 0.194 0.054
C 0.77373 -1.20937 1.32180 -0.003 -0.224 0.095
F -6.42002 0.94522 -3.12061 0.045 0.005 0.035
C -1.55428 0.38370 -2.58557 0.728 0.185 0.585
C -2.90915 0.78103 -2.34648 -0.156 0.299 0.499
H -4.11829 0.04253 -3.97313 -0.052 -0.069 -0.127
H -6.18521 2.18125 -0.89649 -0.096 0.029 0.021
H 0.46717 2.70112 0.05501 0.110 0.050 -0.052
C 0.85242 -3.44070 2.23839 -0.110 0.129 -0.129
C 1.37792 2.14574 0.27238 -0.140 0.113 0.337
C 0.23177 -0.62365 -3.44277 -0.084 -0.159 -0.264
N -1.61724 1.57426 -0.65294 0.315 0.281 0.497
C -4.09669 0.58217 -3.04140 -0.271 0.133 0.142
C -0.92108 -2.85125 0.56025 -0.210 -0.051 -0.216
O 3.15582 0.94435 3.12277 0.164 0.028 0.278
C 3.47860 0.58029 0.75855 -0.227 0.180 0.108
H 2.21677 2.83439 0.11108 -0.147 0.046 -0.001
C 0.26522 -2.49541 1.41106 -0.061 -0.047 0.013
C -4.07234 2.00433 -0.57908 -0.044 -0.009 0.002
H 3.46319 0.77988 -1.39478 -0.007 -0.139 0.032
C -0.78177 0.89587 -1.51756 -0.088 -0.358 -0.686
N 1.05955 -0.18251 -2.50673 0.192 0.254 0.340
C 2.47024 -1.78713 2.89194 -0.009 0.073 -0.060
H -1.38745 1.88971 0.27349 -0.003 -0.080 -0.105
H 0.67786 -1.26190 -4.19366 0.024 -0.065 -0.083
C -5.23867 1.10670 -2.48008 0.132 -0.103 -0.159
H 2.64763 -0.67260 -0.81492 0.116 0.119 0.018

=====

51
Properties=species:S:1:pos:R:3:forces:R:3 method="wB97M-V/def2-TZVPD" mol_weight_g_mol=700.7 relative_energy_kj_mol=25.1 total_charge=+3 e_homo_ev="-17.101 / -17.102" max_force_ha_per_bohr=0.0079 homo_lumo_gap_ev="3.3 / 3.3"
C -4.52373 -1.65601 -0.07594 -0.034 0.048 -0.018
H -7.36499 -0.02416 0.75419 0.009 -0.008 0.063
C -1.24516 -0.38106 2.29740 0.090 0.003 -0.021
S -0.44041 2.73957 -2.27152 0.025 -0.173 -0.009
H 1.17072 -1.42297 2.77332 -0.045 0.014 0.023
H -2.01158 -2.24714 1.47244 -0.068 0.045 -0.038
S -1.98481 -0.95378 -0.40244 0.004 -0.267 -0.069
H -2.08943 0.30718 2.22555 -0.035 -0.034 0.018
C 3.71493 -4.81066 1.01955 0.011 0.009 -0.016
F 4.53022 3.40772 -2.59977 0.014 -0.017 0.013
H 2.08473 0.06705 3.04243 0.019 -0.036 0.007
C -3.66244 -0.56409 -0.01121 -0.016 -0.104 -0.254
C -5.85969 -1.45333 0.23131 -0.014 -0.027 -0.021
C 2.21761 3.12805 -2.43965 -0.033 0.006 -0.010
C 0.74772 4.77046 -3.57495 -0.025 -0.044 0.045
C -1.32211 -1.43996 1.20450 0.038 0.093 0.072
H 4.19061 -1.75644 2.40486 -0.007 0.001 0.009
C 1.85088 5.45373 -4.02206 0.025 -0.003 -0.007
C 4.23255 -3.82950 1.85712 0.026 0.008 -0.001
H 0.09799 1.11553 1.48297 0.006 0.006 0.075
C -4.09370 0.71693 0.30554 0.040 0.010 0.163
C 3.31679 3.77609 -2.86831 -0.020 0.009 -0.002
H 1.48613 -2.95704 -0.74133 -0.015 -0.002 0.004
C 3.12058 4.96040 -3.67615 -0.017 -0.001 0.009
C 1.33531 -0.40945 2.40802 -0.025 -0.092 -0.007
H -5.80015 1.87934 0.86221 -0.007 0.012 -0.052
O -1.45360 0.51710 -0.75795 -0.012 0.237 0.332
F -0.44193 5.17192 -3.86456 -0.008 0.010 -0.002
C -6.31385 -0.18114 0.55386 0.001 -0.004 -0.024
F 1.75182 6.52671 -4.74659 -0.003 0.001 -0.008
C -5.43701 0.89640 0.59560 0.016 0.001 0.013
F 4.16113 5.56963 -4.07808 0.024 0.022 -0.015
O 1.06338 -0.62542 -0.28834 -0.086 -0.107 0.086
S 2.21072 -0.56893 0.80753 -0.058 0.066 -0.028
H -4.17376 -2.63841 -0.37148 0.009 0.002 0.000
C 2.76077 -2.25117 0.85085 0.142 0.074 -0.012
H -1.36960 -0.90274 3.24819 0.046 0.026 0.019
H 5.00991 -4.07321 2.56801 0.008 0.002 -0.009
H -3.40764 1.55135 0.32847 -0.006 0.004 0.005
H 0.02919 1.08311 3.21015 -0.001 -0.057 0.055
C 2.72527 -4.50314 0.09626 0.002 -0.002 -0.015
C 3.76699 -2.52805 1.77215 -0.018 -0.008 -0.006
C 2.23685 -3.20758 -0.00591 -0.039 -0.006 0.041
H 2.33466 -5.27186 -0.55621 0.015 0.005 -0.015
C 0.88685 3.56476 -2.76436 0.089 0.077 -0.014
H -0.36474 -1.90436 0.97817 -0.033 -0.081 0.057
H 4.10238 -5.81885 1.07421 -0.031 -0.012 0.029
H -6.54778 -2.28658 0.19576 -0.004 0.006 -0.015
C 0.05625 0.43046 2.33816 -0.037 0.106 -0.180
F 2.33126 2.01604 -1.66991 0.079 -0.012 -0.102
Pt 0.38392 1.01750 -1.17205 -0.040 0.188 -0.168

=====

46
Properties=species:S:1:pos:R:3:forces:R:3 method="wB97M-V/def2-TZVPD" mol_weight_g_mol=375.4 relative_energy_kj_mol=237.0 e_homo_ev=-8.391 max_force_ha_per_bohr=0.0656 smiles="O=C1NCC2(CNC2)c2oc3c(c21)CCc1cnc(-c2cccc(F)c2)cc1-3" homo_lumo_gap_ev=8.6
H 3.42853 3.17263 0.84390 0.306 -0.385 -0.017
C -0.63526 3.31470 0.47580 -0.164 0.335 -0.716
C 1.03175 0.88907 0.29951 0.076 -2.441 -0.175
H 1.00651 3.70621 -0.86292 -0.039 -0.021 0.137
C -4.97745 0.07956 -0.22919 0.258 1.180 -0.705
N 3.78300 1.10021 0.80127 0.698 0.629 0.434
C -0.40709 0.83223 -0.01370 -0.428 2.263 -0.276
O -3.86782 3.49527 -0.23968 0.312 1.451 0.743
H 6.28865 -4.54794 1.01184 0.567 -0.563 -0.092
H -4.44860 -2.48413 -0.07162 0.140 0.382 -0.262
C 4.10249 -1.31888 0.84601 0.739 -1.067 0.428
H -4.98934 -0.15440 0.80592 0.074 -0.581 1.138
C 3.23886 -0.10994 0.70257 -1.144 -0.012 -0.067
H 1.28614 4.23389 0.80071 0.001 -0.044 -0.111
C -2.51020 1.57364 -0.27013 0.794 -0.687 0.284
C -1.15392 1.99471 0.00149 -0.479 -1.082 0.426
C 1.62265 2.11735 0.44419 0.488 2.089 0.101
C 5.42387 -1.30953 0.36240 -0.256 -0.484 0.140
H -3.17479 -2.68348 -2.62669 -1.326 0.727 0.570
H -5.78896 2.08629 -0.11375 0.668 -0.410 -0.318
H -0.79756 3.39568 1.53482 -0.219 -0.021 0.695
H -2.72897 -2.46149 -0.44583 0.116 0.320 0.271
C -2.46868 0.23832 -0.53591 -0.158 0.952 1.081
H 1.48403 -1.25459 0.29948 -0.096 0.425 0.131
H 7.23932 -2.46836 0.02119 -0.223 0.242 0.170
C 6.23878 -2.44053 0.45060 -0.972 -1.051 -0.041
N -3.94265 -2.15830 -2.13771 0.793 -2.322 -2.314
C 0.84559 3.44099 0.19112 0.920 -0.995 0.000
H -4.83669 -0.33135 -2.75189 -0.166 0.125 -0.229
C 3.65375 -2.51257 1.47817 -0.197 0.040 -0.282
H -5.90217 -0.36981 -0.67968 0.891 0.585 0.143
C 4.42579 -3.67617 1.50620 1.175 1.940 -1.007
C -3.68709 -2.02138 -0.72959 0.313 -0.882 0.963
C -3.90361 -0.72907 -2.36613 0.391 0.511 -1.803
C -3.72979 -0.50355 -0.90061 0.760 -0.035 1.941
N -4.94598 1.55242 -0.35925 -0.403 -0.530 0.342
H -1.17375 4.16056 0.02044 0.034 -0.439 0.107
O -1.18182 -0.24352 -0.36524 -0.763 -0.185 -0.360
C -3.78427 2.29597 -0.20214 -0.845 -0.459 -1.683
F 3.94685 -4.78725 2.06553 -0.136 -0.212 0.108
H 2.68183 -2.59691 1.95260 -0.079 0.297 -0.115
H 5.79355 -0.43512 -0.13712 0.090 0.368 0.008
C 5.71867 -3.65377 0.95880 -0.762 1.095 0.502
C 1.86917 -0.24195 0.45344 -0.302 -0.371 -0.243
H -3.07879 -0.35889 -3.01112 -0.374 -0.222 0.378
C 3.00545 2.17315 0.72190 -1.074 -0.449 -0.424